The following is a quantum chemistry calculation of a structure of composition C30H26ClN2NiO3P, from the Open Molecules 2025 dataset.

## Properties
* spin multiplicity: 3
* HOMO level (alpha / beta): -6.8356 / -7.9246 eV
* <S²>: 2.0218
* energy above the lowest of the compared OMol25 structures with the same formula, charge and spin: 0.0006 eV

Each line ends with the Mulliken charge.
Cartesian coordinates (Å):
Ni  0.399  0.102  0.395  -0.099
O  2.897  1.643  0.034  -0.668
N  1.551  1.860  0.292  0.453
C  1.178  2.984  -0.171  -0.791
C  -0.149  3.619  -0.078  0.749
C  -0.130  4.979  -0.401  -1.030
C  -1.262  5.768  -0.297  -0.779
C  -2.447  5.206  0.148  -0.821
C  -2.484  3.856  0.462  -0.294
C  -1.362  3.043  0.334  0.224
P  -1.520  1.277  0.758  2.212
C  -2.909  0.622  -0.210  0.209
C  -3.259  -0.702  0.067  -0.279
C  -4.249  -1.333  -0.668  -0.788
C  -4.890  -0.651  -1.696  -0.500
C  -4.528  0.655  -1.990  -0.764
C  -3.536  1.290  -1.254  -0.619
C  -2.159  1.382  2.460  0.400
C  -1.230  1.655  3.464  -0.585
C  -1.639  1.795  4.779  -0.757
C  -2.981  1.649  5.106  -0.522
C  -3.909  1.369  4.114  -0.727
C  -3.501  1.239  2.793  -0.383
H  3.132  0.877  0.586  0.386
H  1.949  3.585  -0.648  0.328
H  0.801  5.425  -0.730  0.396
H  -1.214  6.818  -0.552  0.407
H  -3.338  5.810  0.251  0.430
H  -3.410  3.420  0.817  0.494
H  -2.738  -1.248  0.847  0.426
H  -4.509  -2.360  -0.446  0.434
H  -5.660  -1.144  -2.275  0.384
H  -5.010  1.182  -2.804  0.392
H  -3.234  2.294  -1.518  0.439
H  -0.180  1.756  3.209  0.486
H  -0.911  2.007  5.551  0.413
H  -3.301  1.749  6.135  0.384
H  -4.955  1.252  4.367  0.419
H  -4.232  1.018  2.025  0.390
O  -0.431  -3.205  -0.634  -0.702
C  -0.566  -2.282  -1.412  0.140
C  -1.189  -2.402  -2.801  -0.613
C  -1.217  -0.970  -3.322  -0.361
C  -0.572  -0.175  -2.201  0.235
O  -0.427  1.044  -2.186  -0.626
N  -0.206  -0.980  -1.169  0.341
H  -2.176  -2.853  -2.701  0.282
H  -0.580  -3.079  -3.399  0.305
H  -2.224  -0.582  -3.477  0.158
H  -0.658  -0.816  -4.245  0.372
Cl  6.461  -1.576  0.445  -0.238
C  4.791  -1.459  0.920  0.441
C  4.429  -0.597  1.945  -0.485
C  3.096  -0.499  2.314  -0.551
C  2.093  -1.261  1.681  0.139
C  0.678  -1.086  1.995  -1.112
C  2.506  -2.138  0.656  -0.078
C  3.834  -2.232  0.280  -0.950
H  5.187  -0.011  2.448  0.394
H  2.818  0.170  3.122  0.277
H  0.485  -0.613  2.956  0.624
H  0.073  -1.976  1.835  0.608
H  1.757  -2.749  0.164  0.512
H  4.132  -2.909  -0.510  0.439

Forces on atoms 1 to 6 (eV/Å):
0.079 0.036 -0.100
-0.020 0.037 0.006
0.000 -0.051 -0.038
-0.020 0.005 0.006
0.014 -0.026 -0.005
-0.036 0.016 0.005